Entry 1:
# C4H3F6NS

2 unconnected molecules or ions with the total composition C4H3F6NS in a non-equilibrium geometry (wB97M-V/def2-TZVPD, the OMol25 dataset).

XYZ file:
```
15
Properties=species:S:1:pos:R:3:mulliken_charge:R:1
F -0.074 2.064 -0.445 -0.217
C -0.062 1.488 0.722 0.863
F -1.335 1.321 1.105 -0.278
F 0.481 2.392 1.566 -0.274
C 0.714 0.209 0.787 -0.204
S 2.149 0.053 0.043 -0.096
C 0.182 -1.061 1.547 0.906
F -0.158 -0.746 2.805 -0.255
F -0.709 -1.750 0.946 -0.181
F 1.296 -1.897 1.744 -0.300
C -0.156 -0.523 -2.388 -0.304
N -0.828 -0.377 -1.335 -0.279
H 0.865 -0.959 -2.422 0.219
H -0.729 -0.374 -3.401 0.207
H -1.636 0.158 -1.273 0.194
```

* orbital gap (alpha / beta): 8.3 / 8.3 eV
* HOMO (alpha / beta): -9.692 / -9.692 eV
* net charge: 0

=====

Entry 2:
# C4H3FN2

2 unconnected molecules or ions with the total composition C4H3FN2 in a non-equilibrium geometry (wB97M-V/def2-TZVPD, the OMol25 dataset).

XYZ file:
```
10
Properties=species:S:1:pos:R:3:mulliken_charge:R:1
C -0.716 1.380 -0.409 0.281
C -1.683 -1.496 -0.024 -0.038
C 1.299 -0.101 -0.004 -0.943
C 0.077 0.609 0.429 0.466
N -1.338 2.059 -1.103 -0.251
N -2.385 -2.346 -0.314 -0.353
F -0.116 0.711 1.741 -0.184
H 1.476 -0.966 0.635 0.335
H 1.219 -0.413 -1.044 0.331
H 2.167 0.563 0.092 0.356
```

* orbital gap (alpha / beta): 6.3 / 8.4 eV
* HOMO (alpha / beta): -9.963 / -11.194 eV
* net charge: 0

=====

Entry 3:
# C4H3FN2O

2 unconnected molecules or ions with the total composition C4H3FN2O in a non-equilibrium geometry (wB97M-V/def2-TZVPD, the OMol25 dataset).

XYZ file:
```
11
Properties=species:S:1:pos:R:3:mulliken_charge:R:1
C 2.423 -0.367 -0.077 -0.108
C 0.266 0.089 0.275 -0.204
C 0.870 1.274 0.050 0.526
C -2.586 1.403 -0.034 0.126
N 2.205 0.937 -0.139 -0.615
N 1.232 -0.837 0.231 -0.024
O -3.712 1.260 -0.052 -0.244
F 0.317 2.447 0.193 -0.236
H 3.341 -0.848 -0.275 0.405
H -1.914 2.249 0.125 0.208
H 1.113 -1.787 0.488 0.167
```

* orbital gap (alpha / beta): 6.4 / 9.6 eV
* HOMO (alpha / beta): -7.900 / -9.238 eV
* net charge: 0

=====

The E results, record by record, are as follows: -1206.2948 -363.4149 -438.6319 hartree.